DFT (ωB97M-V with the def2-TZVPD basis set) results for a 7-piece molecular cluster, C38H67ClF2N14O9S overall at a distorted geometry.

Results
- HOMO-LUMO gap (Eh) = 0.2929
- structure (SMILES) = CCCCCCCCc1cc2c(c(CCCCl)c1N(C(=O)F)C(=O)F)Sc1c(CCCCCOCC)cccc1N2.NC(N)=O.NC(N)=O.NC(N)=O.NC(N)=O.NC(N)=O.NC(N)=O
- spin multiplicity = 1
- max |F| (eV Å⁻¹) = 1.50

Last column: Mulliken charge in e.
Atoms and positions in Å:
1 C 5.459 0.371 4.681  -1.27
2 C 4.321 0.448 3.634  0.05
3 C 3.776 1.886 3.520  -1.40
4 C 2.257 2.029 3.496  -0.03
5 C 1.534 1.378 4.699  0.04
6 C 0.720 2.365 5.541  -1.47
7 C -0.699 2.723 5.032  -1.31
8 C -1.467 1.557 4.405  -0.59
9 C -1.467 1.463 2.894  0.52
10 C -0.689 2.283 2.109  0.33
11 C -0.685 2.162 0.723  -1.15
12 C -1.494 1.207 0.117  0.53
13 C -2.301 0.352 0.878  -0.15
14 C -3.187 -0.655 0.180  -1.65
15 C -2.687 -2.107 0.149  -0.26
16 C -1.266 -2.273 -0.407  0.50
17 Cl -1.227 -3.440 -1.770  -0.23
18 C -2.248 0.495 2.259  -0.30
19 N -2.999 -0.395 3.150  0.80
20 C -2.460 -1.651 3.427  0.26
21 O -2.937 -2.495 4.103  -0.57
22 F -1.235 -1.786 2.892  -0.14
23 C -4.390 -0.397 2.969  0.54
24 O -5.114 -1.312 2.765  -0.42
25 F -4.848 0.868 3.053  -0.30
26 S -1.504 1.128 -1.656  -0.47
27 C 0.192 1.518 -1.952  0.27
28 C 0.891 0.934 -3.016  0.74
29 C 0.199 -0.024 -3.944  -1.61
30 C -0.646 0.792 -4.950  -0.72
31 C 0.163 1.825 -5.749  -1.00
32 C 0.094 3.255 -5.203  0.28
33 C 0.213 4.303 -6.303  -1.13
34 O 0.705 5.532 -5.781  -0.36
35 C 1.990 5.873 -6.239  -0.11
36 C 2.565 6.961 -5.361  -1.23
37 C 2.228 1.259 -3.206  -0.25
38 C 2.860 2.169 -2.370  -1.40
39 C 2.155 2.756 -1.336  -0.44
40 C 0.823 2.430 -1.118  0.64
41 N 0.129 3.031 -0.028  -0.40
42 H 5.477 1.233 5.344  0.30
43 H 6.405 0.344 4.139  0.42
44 H 5.387 -0.510 5.314  0.14
45 H 4.712 0.115 2.675  0.41
46 H 3.534 -0.238 3.942  0.15
47 H 4.133 2.307 2.575  0.36
48 H 4.193 2.528 4.296  0.46
49 H 1.893 1.562 2.578  -0.21
50 H 2.010 3.092 3.448  0.54
51 H 2.321 0.990 5.344  0.44
52 H 0.971 0.503 4.380  0.34
53 H 0.639 2.025 6.574  0.33
54 H 1.308 3.284 5.583  0.43
55 H -1.277 3.035 5.902  0.43
56 H -0.661 3.600 4.389  0.53
57 H -1.083 0.613 4.795  0.27
58 H -2.507 1.618 4.728  0.60
59 H -0.062 3.038 2.556  0.59
60 H -4.203 -0.658 0.567  0.42
61 H -3.274 -0.336 -0.855  0.58
62 H -3.357 -2.637 -0.526  0.82
63 H -2.783 -2.619 1.106  -0.16
64 H -0.621 -2.720 0.342  0.24
65 H -0.854 -1.338 -0.765  -0.64
66 H 0.929 -0.561 -4.547  0.36
67 H -0.481 -0.686 -3.406  0.20
68 H -1.178 0.126 -5.628  0.57
69 H -1.409 1.342 -4.392  0.30
70 H 1.204 1.520 -5.853  0.27
71 H -0.253 1.839 -6.761  0.65
72 H 0.928 3.433 -4.520  0.01
73 H -0.811 3.437 -4.623  0.27
74 H -0.782 4.519 -6.702  0.33
75 H 0.839 3.950 -7.125  0.48
76 H 2.653 4.999 -6.214  0.29
77 H 1.970 6.218 -7.281  0.32
78 H 1.849 7.771 -5.236  0.30
79 H 2.849 6.572 -4.385  0.26
80 H 3.463 7.378 -5.817  0.38
81 H 2.767 0.766 -4.000  0.54
82 H 3.903 2.401 -2.521  0.47
83 H 2.660 3.450 -0.674  0.45
84 H 0.831 3.408 0.597  0.34
85 C 3.932 -1.178 -1.113  0.62
86 O 4.308 -0.538 -2.076  -0.58
87 N 2.744 -0.909 -0.487  -0.03
88 N 4.659 -2.209 -0.577  -0.44
89 H 2.410 -1.417 0.310  0.14
90 H 2.190 -0.157 -0.861  0.02
91 H 5.533 -2.428 -1.015  0.23
92 H 4.359 -2.741 0.217  0.14
93 C -8.364 2.814 3.772  0.61
94 O -8.058 3.498 2.815  -0.64
95 N -9.433 3.114 4.577  -0.39
96 N -7.668 1.689 4.125  -0.31
97 H -9.701 2.562 5.368  0.16
98 H -9.965 3.932 4.346  0.23
99 H -6.881 1.439 3.558  0.21
100 H -7.909 1.116 4.911  0.16
101 C 2.735 -2.026 7.007  0.55
102 O 2.939 -1.179 6.154  -0.49
103 N 1.615 -2.016 7.792  -0.38
104 N 3.607 -3.051 7.245  -0.42
105 H 1.429 -2.703 8.498  0.16
106 H 0.956 -1.276 7.643  0.20
107 H 4.439 -3.085 6.686  0.21
108 H 3.456 -3.755 7.941  0.15
109 C 1.062 -2.111 -7.248  0.67
110 O 1.906 -1.321 -6.850  -0.64
111 N 0.883 -2.358 -8.589  -0.44
112 N 0.243 -2.806 -6.421  -0.21
113 H 0.198 -2.999 -8.940  0.15
114 H 1.469 -1.861 -9.230  0.23
115 H 0.354 -2.661 -5.435  0.19
116 H -0.439 -3.464 -6.742  0.18
117 C -4.081 -6.376 2.540  0.50
118 O -4.023 -7.593 2.517  -0.66
119 N -5.067 -5.673 1.898  -0.31
120 N -3.172 -5.604 3.208  -0.31
121 H -5.130 -4.673 1.916  0.18
122 H -5.754 -6.202 1.396  0.19
123 H -2.435 -6.076 3.695  0.17
124 H -3.214 -4.602 3.235  0.27
125 C 1.091 -6.279 -5.562  0.68
126 O 0.162 -5.554 -5.874  -0.63
127 N 1.166 -6.884 -4.339  -0.40
128 N 2.134 -6.532 -6.409  -0.38
129 H 1.924 -7.477 -4.063  0.15
130 H 0.417 -6.712 -3.694  0.22
131 H 2.114 -6.091 -7.308  0.21
132 H 2.909 -7.119 -6.168  0.16



DFT (ωB97M-V with the def2-TZVPD basis set) results for C14H26N4O11P2SSb2W as an isolated structure.

Results
- HOMO-LUMO gap (alpha / beta) (Eh) = 0.2645 / 0.2645
- spin multiplicity = 1
- max |F| (eV Å⁻¹) = 0.82

Last column: Mulliken charge in e.
Atoms and positions in Å:
1 W -0.007 -1.926 -0.127  0.71
2 O -0.701 -5.313 1.251  -0.61
3 S 0.061 -4.148 1.535  1.28
4 O 0.815 -4.155 2.761  -0.66
5 O -0.830 -2.851 1.501  -0.52
6 O 0.964 -3.714 0.350  -0.55
7 O -1.192 -4.261 -3.431  -0.54
8 P -1.002 -3.171 -2.320  0.80
9 O 0.386 -2.578 -2.251  -0.48
10 O -1.333 -3.595 -0.914  -0.49
11 O -2.093 -2.072 -2.722  -0.32
12 P -2.944 -1.300 -1.552  1.23
13 O -4.148 -2.272 -1.225  -0.60
14 O -3.423 -0.031 -2.127  -0.97
15 O -2.065 -1.246 -0.300  -1.15
16 H -0.360 -4.623 -3.759  0.36
17 H -3.851 -3.013 -0.675  0.37
18 C 0.714 -1.366 4.002  -1.24
19 Sb 1.960 -1.577 2.244  1.11
20 C 2.085 -1.325 -0.617  -2.14
21 C 2.886 0.439 2.408  -1.96
22 C 2.602 1.564 1.471  1.32
23 C 3.534 1.930 0.500  -0.56
24 C 3.310 3.001 -0.350  -0.69
25 C 2.149 3.751 -0.223  -0.72
26 C 1.212 3.398 0.734  -0.47
27 C 1.410 2.300 1.568  0.12
28 C 0.342 1.842 2.506  -1.15
29 Sb -0.766 0.309 1.463  0.55
30 C -1.759 1.749 0.268  -1.31
31 C -2.313 -0.294 2.772  -1.26
32 H 1.370 -1.602 4.843  0.53
33 H -0.060 -2.126 3.962  0.33
34 H 0.283 -0.383 4.181  0.35
35 H 2.804 -2.046 -0.227  0.50
36 H 2.355 -0.320 -0.293  0.68
37 H 2.147 -1.352 -1.703  0.58
38 H 3.946 0.186 2.351  0.60
39 H 2.681 0.731 3.441  0.50
40 H 4.453 1.363 0.417  0.36
41 H 4.048 3.260 -1.098  0.41
42 H 1.976 4.606 -0.863  0.43
43 H 0.306 3.983 0.842  0.44
44 H -0.396 2.623 2.696  0.67
45 H 0.727 1.484 3.456  0.61
46 H -2.343 2.388 0.933  0.51
47 H -2.423 1.267 -0.443  0.43
48 H -1.017 2.353 -0.249  0.20
49 H -2.332 0.344 3.654  0.41
50 H -2.138 -1.329 3.053  0.26
51 H -3.252 -0.218 2.228  0.46
52 N -0.425 3.080 -4.656  -0.42
53 C -0.785 2.130 -3.767  0.45
54 N -2.040 1.704 -3.760  -0.19
55 N 0.191 1.698 -2.975  -0.79
56 C 0.021 0.704 -2.167  0.14
57 N -0.029 -0.151 -1.389  1.24
58 H -1.113 3.643 -5.122  0.21
59 H 0.509 3.441 -4.569  0.25
60 H -2.690 2.073 -4.432  0.24
61 H -2.418 1.015 -3.089  0.18



DFT (ωB97M-V with the def2-TZVPD basis set) results for C43H32ClFeN6PSe as an isolated structure at a distorted geometry.

Results
- HOMO-LUMO gap (alpha / beta) (Eh) = 0.2101 / 0.2167
- spin multiplicity = 6
- charge = +1
- max |F| (eV Å⁻¹) = 1.06

Last column: Mulliken charge in e.
Atoms and positions in Å:
1 Fe -0.500 0.088 0.993  -0.23
2 N -3.243 2.917 -0.170  0.04
3 C -2.217 1.922 -0.236  -1.35
4 N -1.792 1.402 1.042  0.24
5 C -1.755 2.212 2.127  0.30
6 N -1.165 1.874 3.230  -1.08
7 N -0.561 0.638 3.129  0.90
8 C -0.273 0.118 4.257  -0.79
9 C 0.256 -1.236 4.437  0.82
10 C 0.850 -1.566 5.648  -0.98
11 C 1.352 -2.843 5.831  -0.41
12 C 1.229 -3.755 4.802  -0.98
13 C 0.598 -3.345 3.633  -0.06
14 N 0.120 -2.122 3.442  0.32
15 C -2.419 3.525 2.045  0.41
16 C -2.339 4.447 3.089  -0.38
17 C -3.047 5.630 3.027  -0.79
18 C -3.846 5.901 1.919  -0.49
19 C -3.911 5.005 0.868  -0.62
20 C -3.192 3.815 0.921  0.14
21 H -4.165 2.536 -0.340  0.40
22 H -2.591 1.109 -0.848  0.51
23 H -0.482 0.708 5.149  0.39
24 H 0.918 -0.822 6.433  0.45
25 H 1.825 -3.121 6.763  0.44
26 H 1.597 -4.767 4.895  0.46
27 H 0.473 -4.044 2.815  0.35
28 H -1.733 4.201 3.950  0.48
29 H -2.989 6.340 3.841  0.43
30 H -4.408 6.824 1.870  0.41
31 H -4.510 5.216 -0.010  0.47
32 Cl 1.939 -0.575 1.704  -0.28
33 C 2.733 -1.561 0.504  0.90
34 C 4.081 -1.826 0.679  -0.72
35 C 4.731 -2.642 -0.231  -0.63
36 C 4.032 -3.199 -1.295  -0.84
37 C 2.682 -2.931 -1.451  -0.65
38 C 2.007 -2.088 -0.569  -0.36
39 P 0.225 -1.732 -0.760  1.81
40 C 0.062 -0.844 -2.312  0.04
41 C 1.096 -0.534 -3.234  -0.89
42 C 0.913 0.444 -4.155  -0.74
43 C -0.292 1.326 -4.099  -0.30
44 C -1.460 0.627 -3.468  -1.05
45 C -1.261 -0.359 -2.574  -0.79
46 C -0.484 -3.374 -1.090  0.58
47 C -0.708 -3.813 -2.394  -0.36
48 C -1.196 -5.091 -2.621  -0.74
49 C -1.462 -5.935 -1.550  -0.59
50 C -1.246 -5.499 -0.251  -0.54
51 C -0.764 -4.220 -0.019  -0.29
52 H 4.606 -1.405 1.527  0.54
53 H 5.783 -2.856 -0.099  0.43
54 H 4.538 -3.851 -1.995  0.44
55 H 2.132 -3.389 -2.266  0.60
56 H 2.042 -1.060 -3.185  0.35
57 H 1.691 0.672 -4.874  0.38
58 H -0.560 1.673 -5.097  0.59
59 H -2.461 0.987 -3.679  0.39
60 H -2.106 -0.794 -2.046  0.93
61 H -0.509 -3.154 -3.232  0.45
62 H -1.373 -5.427 -3.634  0.44
63 H -1.847 -6.931 -1.730  0.40
64 H -1.465 -6.153 0.584  0.45
65 H -0.620 -3.865 0.992  -0.07
66 Se -2.279 -1.545 1.604  0.15
67 C -3.479 -0.958 0.353  0.21
68 N -4.191 -0.554 -0.464  -0.58
69 C 3.764 2.774 -2.472  -0.58
70 C 3.838 2.115 -1.249  -1.23
71 C 2.684 1.660 -0.649  -0.57
72 C 1.418 1.862 -1.240  1.12
73 C 0.213 1.513 -0.545  -0.66
74 C -0.908 2.424 -0.878  1.68
75 C -0.993 2.985 -2.235  -2.39
76 C 0.054 2.667 -3.235  0.15
77 C 1.367 2.518 -2.504  0.24
78 C 2.537 2.971 -3.089  -0.61
79 H 4.666 3.140 -2.946  0.43
80 H 4.794 1.977 -0.762  0.47
81 H 2.733 1.209 0.324  0.83
82 H -0.583 3.237 -0.175  0.71
83 H -1.833 3.627 -2.466  0.35
84 H 0.149 3.478 -3.957  1.11
85 H 2.490 3.474 -4.047  0.50



DFT (ωB97M-V with the def2-TZVPD basis set) results for an isolated molecule of C5H7N at a distorted geometry.

Results
- HOMO-LUMO gap (Eh) = 0.4382
- spin multiplicity = 1
- max |F| (eV Å⁻¹) = 1.87

Last column: Mulliken charge in e.
Atoms and positions in Å:
1 N -2.046 -0.350 -0.088  -0.25
2 C -2.935 0.228 -0.613  -0.06
3 C -0.632 -0.396 -0.347  0.02
4 C 0.152 0.932 -0.469  -0.64
5 C 1.318 0.191 0.228  -0.50
6 C 0.282 -0.807 0.790  -0.61
7 H -0.495 -1.003 -1.247  0.33
8 H 0.308 1.346 -1.471  0.31
9 H -0.273 1.710 0.173  0.28
10 H 1.979 -0.287 -0.501  0.24
11 H 1.916 0.753 0.947  0.31
12 H -0.147 -0.440 1.728  0.26
13 H 0.513 -1.869 0.873  0.31